(1)
Density functional theory data (the ωB97M-V functional and the def2-TZVPD basis) for a molecular structure, C38H27INO26S at a distorted geometry.

The value obtained for the total energy is -4171.0923 Ha. For the LUMO energy, the calculation gives -0.52 eV. The HOMO-LUMO gap comes out at 0.14022 Eh. The highest occupied orbital energy comes out at -4.33 eV.

ORCA input file:
```
! wB97M-V def2-TZVPD RIJCOSX def2/J DEFGRID3
* xyz -1 1
O -0.882 3.366 -3.877
C -1.602 2.346 -3.887
O -2.819 2.373 -4.321
C -0.907 0.983 -3.361
N -1.890 0.412 -2.353
S -1.935 1.597 -1.061
I -1.089 -1.391 -1.734
H -0.699 0.259 -4.180
H 0.013 1.257 -2.782
H -1.593 1.021 0.138
C -4.720 6.608 0.743
C -3.887 5.666 1.196
C -4.230 4.213 1.110
O -3.435 3.389 1.518
C -5.524 3.846 0.538
C -6.358 4.788 0.089
C -6.003 6.238 0.150
O -6.786 7.063 -0.287
O -7.557 4.476 -0.440
O -2.701 5.980 1.748
H -4.483 7.661 0.797
H -5.768 2.794 0.498
H -7.962 5.328 -0.688
H -2.292 5.126 1.989
C 1.451 -3.140 1.307
C 2.288 -3.916 2.002
C 3.299 -3.333 2.936
O 4.032 -4.078 3.566
C 3.368 -1.878 3.050
C 2.534 -1.102 2.354
C 1.505 -1.682 1.441
O 0.755 -0.940 0.841
O 2.585 0.243 2.446
O 2.260 -5.260 1.895
H 0.714 -3.550 0.630
H 4.114 -1.468 3.714
H 1.883 0.574 1.851
H 2.958 -5.584 2.496
C 4.900 2.292 3.688
C 5.736 1.515 4.381
C 6.748 2.092 5.316
O 7.477 1.344 5.943
C 6.821 3.548 5.434
C 5.987 4.328 4.737
C 4.956 3.748 3.823
O 4.206 4.492 3.223
O 6.036 5.669 4.827
O 5.701 0.172 4.267
H 4.163 1.883 3.011
H 7.569 3.955 6.100
H 5.335 5.996 4.231
H 6.397 -0.161 4.865
C 3.130 -3.402 6.984
C 3.000 -2.073 6.920
C 2.014 -1.342 7.773
O 1.942 -0.130 7.695
C 1.167 -2.127 8.670
C 1.295 -3.456 8.731
C 2.299 -4.184 7.898
O 2.394 -5.393 8.000
O 0.525 -4.201 9.547
O 3.751 -1.332 6.085
H 3.841 -3.941 6.373
H 0.445 -1.589 9.269
H 0.813 -5.123 9.406
H 3.467 -0.408 6.228
C -0.798 0.077 -9.853
C -1.348 0.017 -8.634
C -0.660 0.597 -7.440
O -1.200 0.537 -6.357
C 0.653 1.215 -7.635
C 1.200 1.271 -8.852
C 0.501 0.715 -10.049
O 1.031 0.805 -11.146
O 2.411 1.833 -9.059
O -2.540 -0.566 -8.429
H -1.285 -0.336 -10.726
H 1.148 1.616 -6.761
H 2.576 1.747 -10.017
H -2.715 -0.478 -7.470
C -4.179 -2.969 -4.302
C -4.164 -3.769 -3.230
C -4.237 -5.256 -3.363
O -4.201 -5.950 -2.363
C -4.355 -5.819 -4.708
C -4.374 -5.019 -5.778
C -4.273 -3.533 -5.646
O -4.275 -2.846 -6.651
O -4.484 -5.512 -7.027
O -4.080 -3.269 -1.988
H -4.124 -1.891 -4.218
H -4.425 -6.895 -4.792
H -4.471 -4.733 -7.616
H -4.083 -4.040 -1.390
*
```

Just the Mulliken charges please, in e? Sure, here they are: atom 1 (O): -0.750, atom 2 (C): 0.498, atom 3 (O): -0.757, atom 4 (C): -0.177, atom 5 (N): -0.313, atom 6 (S): -0.126, atom 7 (I): -0.030, atom 8 (H): 0.335, atom 9 (H): 0.318, atom 10 (H): 0.048, atom 11 (C): -0.911, atom 12 (C): 0.358, atom 13 (C): 0.919, atom 14 (O): -0.589, atom 15 (C): -0.919, atom 16 (C): 0.459, atom 17 (C): 0.959, atom 18 (O): -0.634, atom 19 (O): -0.582, atom 20 (O): -0.576, atom 21 (H): 0.399, atom 22 (H): 0.421, atom 23 (H): 0.346, atom 24 (H): 0.347, atom 25 (C): -1.115, atom 26 (C): 0.492, atom 27 (C): 0.835, atom 28 (O): -0.655, atom 29 (C): -0.417, atom 30 (C): -0.031, atom 31 (C): 0.836, atom 32 (O): -0.384, atom 33 (O): -0.453, atom 34 (O): -0.578, atom 35 (H): 0.365, atom 36 (H): 0.498, atom 37 (H): 0.306, atom 38 (H): 0.341, atom 39 (C): -0.767, atom 40 (C): 0.090, atom 41 (C): 0.965, atom 42 (O): -0.637, atom 43 (C): -1.002, atom 44 (C): 0.351, atom 45 (C): 0.948, atom 46 (O): -0.604, atom 47 (O): -0.570, atom 48 (O): -0.396, atom 49 (H): 0.549, atom 50 (H): 0.415, atom 51 (H): 0.358, atom 52 (H): 0.314, atom 53 (C): -0.785, atom 54 (C): -0.030, atom 55 (C): 1.075, atom 56 (O): -0.623, atom 57 (C): -0.987, atom 58 (C): 0.379, atom 59 (C): 0.888, atom 60 (O): -0.617, atom 61 (O): -0.564, atom 62 (O): -0.272, atom 63 (H): 0.496, atom 64 (H): 0.415, atom 65 (H): 0.352, atom 66 (H): 0.266, atom 67 (C): -0.817, atom 68 (C): 0.221, atom 69 (C): 0.830, atom 70 (O): -0.396, atom 71 (C): -0.964, atom 72 (C): 0.399, atom 73 (C): 0.926, atom 74 (O): -0.652, atom 75 (O): -0.587, atom 76 (O): -0.588, atom 77 (H): 0.418, atom 78 (H): 0.483, atom 79 (H): 0.336, atom 80 (H): 0.307, atom 81 (C): -0.875, atom 82 (C): 0.231, atom 83 (C): 0.904, atom 84 (O): -0.640, atom 85 (C): -0.950, atom 86 (C): 0.377, atom 87 (C): 0.974, atom 88 (O): -0.614, atom 89 (O): -0.586, atom 90 (O): -0.469, atom 91 (H): 0.568, atom 92 (H): 0.403, atom 93 (H): 0.349, atom 94 (H): 0.324



(2)
Density functional theory data (the ωB97M-V functional and the def2-TZVPD basis) for 4 unconnected molecules or ions with the total composition C52H44BrNO8P at a distorted geometry.

The value obtained for the total energy is -5579.9645 Ha. For the LUMO energy, the calculation gives -1.08 eV. The HOMO-LUMO gap comes out at 0.26481 Eh. The highest occupied orbital energy comes out at -8.29 eV. As for the relative energy (zero: lowest compared OMol25 entry of this formula, charge and spin): 0.00 kcal per mole.

ORCA input file:
```
! wB97M-V def2-TZVPD RIJCOSX def2/J DEFGRID3
* xyz 0 2
C 2.800 -2.000 -1.518
P 1.308 -0.898 -1.204
O 1.188 0.010 -2.642
C -0.213 -2.027 -1.046
Br 0.453 -3.693 -0.130
C -0.716 -2.498 -2.466
C -2.252 -2.756 -2.428
C -2.636 -4.060 -1.624
C -2.653 -3.093 -3.928
N -3.048 -1.572 -2.051
O -4.286 -1.953 -1.968
C -2.594 -0.877 -0.814
C -3.739 -0.922 0.263
C -2.458 0.648 -1.177
C -1.322 -1.447 -0.115
H 2.612 -2.744 -2.322
H 3.080 -2.557 -0.607
H 3.686 -1.390 -1.784
H 0.290 0.339 -2.722
H -0.503 -1.769 -3.271
H -0.213 -3.452 -2.701
H -3.622 -4.438 -1.927
H -1.840 -4.790 -1.867
H -2.588 -3.835 -0.545
H -3.520 -2.511 -4.271
H -1.810 -2.813 -4.599
H -2.776 -4.183 -4.064
H -3.298 -0.420 1.156
H -3.974 -1.950 0.585
H -4.613 -0.322 -0.019
H -2.167 1.252 -0.300
H -1.832 0.820 -2.071
H -3.481 0.982 -1.449
H -0.851 -0.616 0.454
H -1.656 -2.160 0.661
C -6.711 0.135 5.222
C -7.008 0.806 6.406
C -6.719 2.157 6.531
C -6.121 2.840 5.477
C -5.802 2.162 4.299
C -6.109 0.810 4.171
C -5.121 2.864 3.184
O -4.847 2.273 2.156
C -4.773 4.296 3.349
C -4.083 4.956 2.336
C -3.764 6.299 2.475
C -4.140 6.991 3.623
C -4.822 6.337 4.638
C -5.132 4.986 4.508
C -5.832 4.289 5.615
O -6.158 4.892 6.620
H -6.946 -0.917 5.123
H -7.467 0.275 7.230
H -6.955 2.677 7.450
H -5.875 0.285 3.254
H -3.792 4.422 1.441
H -3.223 6.809 1.687
H -3.896 8.041 3.727
H -5.109 6.876 5.531
C 5.004 -0.785 -10.592
C 5.829 -1.718 -9.971
C 5.969 -1.714 -8.591
C 5.291 -0.768 -7.827
C 4.482 0.182 -8.452
C 4.332 0.163 -9.836
C 3.790 1.227 -7.657
O 3.082 2.052 -8.201
C 3.987 1.250 -6.187
C 3.392 2.257 -5.431
C 3.558 2.280 -4.054
C 4.312 1.294 -3.425
C 4.912 0.293 -4.173
C 4.759 0.273 -5.557
C 5.434 -0.784 -6.350
O 6.095 -1.645 -5.801
H 4.889 -0.796 -11.669
H 6.363 -2.450 -10.564
H 6.607 -2.443 -8.110
H 3.695 0.891 -10.322
H 2.802 3.023 -5.916
H 3.098 3.066 -3.469
H 4.434 1.310 -2.349
H 5.502 -0.470 -3.682
C 3.203 -3.860 2.288
C 4.366 -4.049 3.029
C 4.624 -3.253 4.136
C 3.723 -2.255 4.499
C 2.569 -2.051 3.741
C 2.306 -2.863 2.642
C 1.621 -0.962 4.083
O 0.613 -0.787 3.425
C 1.932 -0.085 5.239
C 1.084 0.977 5.541
C 1.358 1.795 6.627
C 2.475 1.551 7.422
C 3.326 0.497 7.122
C 3.062 -0.318 6.024
C 3.999 -1.420 5.693
O 4.976 -1.632 6.385
H 2.998 -4.489 1.429
H 5.071 -4.820 2.744
H 5.526 -3.405 4.713
H 1.406 -2.716 2.061
H 0.214 1.168 4.928
H 0.700 2.624 6.858
H 2.684 2.186 8.274
H 4.196 0.312 7.738
*
```

Mulliken atomic charge list, values in e, 99 entries: atom 1 (C): -0.807, atom 2 (P): 0.220, atom 3 (O): -0.421, atom 4 (C): 0.825, atom 5 (Br): -0.099, atom 6 (C): -1.783, atom 7 (C): 1.673, atom 8 (C): -1.707, atom 9 (C): -1.460, atom 10 (N): 0.545, atom 11 (O): -0.613, atom 12 (C): 1.276, atom 13 (C): -1.648, atom 14 (C): -1.625, atom 15 (C): -2.011, atom 16 (H): 0.321, atom 17 (H): 0.220, atom 18 (H): 0.289, atom 19 (H): 0.243, atom 20 (H): 0.510, atom 21 (H): 0.444, atom 22 (H): 0.477, atom 23 (H): 0.383, atom 24 (H): 0.310, atom 25 (H): 0.370, atom 26 (H): 0.369, atom 27 (H): 0.325, atom 28 (H): 0.438, atom 29 (H): 0.383, atom 30 (H): 0.365, atom 31 (H): 0.324, atom 32 (H): 0.353, atom 33 (H): 0.442, atom 34 (H): 0.523, atom 35 (H): 0.583, atom 36 (C): -0.597, atom 37 (C): -0.432, atom 38 (C): -0.651, atom 39 (C): 0.369, atom 40 (C): 0.173, atom 41 (C): -0.474, atom 42 (C): 0.495, atom 43 (O): -0.680, atom 44 (C): 0.124, atom 45 (C): -0.482, atom 46 (C): -0.541, atom 47 (C): -0.457, atom 48 (C): -0.619, atom 49 (C): 0.248, atom 50 (C): 0.546, atom 51 (O): -0.672, atom 52 (H): 0.415, atom 53 (H): 0.393, atom 54 (H): 0.471, atom 55 (H): 0.581, atom 56 (H): 0.520, atom 57 (H): 0.410, atom 58 (H): 0.396, atom 59 (H): 0.474, atom 60 (C): -0.459, atom 61 (C): -0.473, atom 62 (C): -0.538, atom 63 (C): 0.237, atom 64 (C): 0.150, atom 65 (C): -0.566, atom 66 (C): 0.590, atom 67 (O): -0.667, atom 68 (C): 0.298, atom 69 (C): -0.698, atom 70 (C): -0.528, atom 71 (C): -0.468, atom 72 (C): -0.673, atom 73 (C): 0.279, atom 74 (C): 0.542, atom 75 (O): -0.672, atom 76 (H): 0.397, atom 77 (H): 0.397, atom 78 (H): 0.466, atom 79 (H): 0.468, atom 80 (H): 0.474, atom 81 (H): 0.440, atom 82 (H): 0.473, atom 83 (H): 0.528, atom 84 (C): -0.398, atom 85 (C): -0.611, atom 86 (C): -0.689, atom 87 (C): 0.451, atom 88 (C): -0.254, atom 89 (C): 0.174, atom 90 (C): 0.395, atom 91 (O): -0.698, atom 92 (C): 0.089, atom 93 (C): -0.551, atom 94 (C): -0.519, atom 95 (C): -0.464, atom 96 (C): -0.566, atom 97 (C): 0.250, atom 98 (C): 0.580, atom 99 (O): -0.680



(3)
Density functional theory data (the ωB97M-V functional and the def2-TZVPD basis) for a molecular structure, C4H11AuCdClF5OTe at a distorted geometry.

The value obtained for the total energy is -1765.0963 Ha. For the LUMO energy (alpha / beta), the calculation gives 4.48 / 4.46 eV. The HOMO-LUMO gap (alpha / beta) comes out at 0.20693 / 0.20739 Eh. The highest occupied orbital energy (alpha / beta) comes out at -1.15 / -1.18 eV.

ORCA input file:
```
! wB97M-V def2-TZVPD RIJCOSX def2/J DEFGRID3
* xyz -2 3
Au 0.763 0.311 -3.466
Cl 0.750 1.770 -1.559
C -1.004 0.093 -4.585
C 2.580 -0.675 -3.885
H -0.836 -0.668 -5.353
H -1.769 -0.214 -3.856
H -1.245 1.074 -5.020
H 2.417 -1.367 -4.717
H 2.840 -1.203 -2.955
H 3.329 0.093 -4.126
Cd 0.012 0.039 0.922
C -1.706 1.266 0.400
C -0.491 -2.014 1.459
H -2.177 0.780 -0.454
H -2.385 1.322 1.258
H -1.325 2.245 0.119
H 0.124 -2.702 2.077
H -1.558 -2.287 1.705
F -1.428 -0.311 3.901
Te 0.283 0.348 4.483
F -0.589 1.974 4.973
F 1.878 0.892 5.381
F -0.272 -0.269 6.184
F 0.963 -1.431 4.287
O 0.845 0.933 2.825
*
```

Just the natural (NBO) charges please, in e? Sure, here they are: atom 1 (Au): 0.762, atom 2 (Cl): -0.809, atom 3 (C): -1.023, atom 4 (C): -1.008, atom 5 (H): 0.176, atom 6 (H): 0.196, atom 7 (H): 0.182, atom 8 (H): 0.176, atom 9 (H): 0.192, atom 10 (H): 0.182, atom 11 (Cd): 1.485, atom 12 (C): -1.312, atom 13 (C): -1.036, atom 14 (H): 0.188, atom 15 (H): 0.180, atom 16 (H): 0.200, atom 17 (H): 0.120, atom 18 (H): 0.131, atom 19 (F): -0.626, atom 20 (Te): 3.353, atom 21 (F): -0.635, atom 22 (F): -0.640, atom 23 (F): -0.624, atom 24 (F): -0.632, atom 25 (O): -1.178